{"formula": "C21H35N3O4", "method": "ωB97M-V/def2-TZVPD", "symbols": ["C", "C", "C", "C", "C", "O", "N", "C", "C", "C", "O", "N", "C", "C", "C", "C", "C", "N", "C", "O", "C", "C", "C", "O", "C", "C", "C", "C", "H", "H", "H", "H", "H", "H", "H", "H", "H", "H", "H", "H", "H", "H", "H", "H", "H", "H", "H", "H", "H", "H", "H", "H", "H", "H", "H", "H", "H", "H", "H", "H", "H", "H", "H"], "positions_angstrom": [[-0.14, 2.17, 3.89], [0.88, 2.25, 3.05], [1.34, 1.12, 2.18], [1.18, 1.37, 0.67], [2.10, 0.41, -0.06], [3.30, 0.64, -0.14], [1.54, -0.71, -0.57], [2.34, -1.74, -1.20], [2.74, -1.36, -2.62], [1.50, -3.01, -1.18], [0.30, -2.98, -0.95], [2.16, -4.15, -1.48], [1.49, -5.43, -1.52], [1.29, -6.08, -0.15], [2.63, -6.35, 0.53], [0.48, -7.36, -0.30], [-0.30, 1.50, 0.23], [-0.06, 2.92, 0.02], [-0.72, 3.88, -0.69], [-0.15, 4.88, -1.06], [-2.20, 3.59, -0.96], [-2.58, 4.09, -2.35], [-3.09, 4.22, 0.13], [-3.06, 5.61, -0.05], [-4.49, 3.53, 0.17], [-3.97, 2.65, 1.33], [-2.84, 3.68, 1.55], [1.38, 2.83, 0.19], [-0.44, 3.00, 4.51], [-0.72, 1.25, 3.99], [1.43, 3.18, 2.99], [2.40, 0.93, 2.38], [0.79, 0.20, 2.44], [0.57, -0.93, -0.43], [3.24, -1.89, -0.60], [3.38, -2.12, -3.07], [1.85, -1.24, -3.24], [3.29, -0.42, -2.60], [3.16, -4.10, -1.60], [0.52, -5.28, -2.00], [2.07, -6.10, -2.16], [0.72, -5.37, 0.46], [3.23, -7.05, -0.06], [3.21, -5.43, 0.67], [2.48, -6.79, 1.52], [1.02, -8.08, -0.93], [0.31, -7.83, 0.66], [-0.49, -7.16, -0.76], [-0.56, 0.96, -0.69], [-1.04, 1.27, 1.01], [-2.36, 2.51, -0.90], [-2.03, 3.55, -3.11], [-3.65, 3.96, -2.53], [-2.34, 5.15, -2.44], [-3.54, 6.02, 0.67], [-5.24, 4.24, 0.52], [-4.85, 3.05, -0.74], [-4.65, 2.46, 2.15], [-3.58, 1.69, 0.97], [-1.84, 3.33, 1.80], [-3.14, 4.43, 2.29], [1.80, 3.54, 0.90], [1.93, 2.91, -0.75]], "gap_ev": 9.594, "lumo_ev": 0.5, "homo_ev": -9.05, "smiles": "C=CCC1(C(=O)N[C@H](C)C(=O)NCC(C)C)CN(C(=O)[C@H](C)C2(O)CCC2)C1", "e_tot_ev": -35005.4890, "e_above_lowest_kcal_mol": 20.54}